(1)
Molecular formula: C22H28N8O
Method: DFT, ωB97M-V with the def2-TZVPD basis set

Structure (XYZ):
```
59
C22H28N8O, DFT ωB97M-V with the def2-TZVPD basis set
C 6.04 -0.88 3.98
O 5.75 -2.29 3.90
C 4.82 -2.78 3.33
C 4.66 -4.26 3.46
C 3.69 -5.02 3.00
C 2.71 -4.26 2.01
C 1.62 -4.61 1.46
C 0.76 -3.91 0.73
C -0.30 -4.62 0.02
N -1.11 -5.44 -0.51
C 1.03 -2.66 0.56
N 0.21 -1.85 -0.08
C -1.18 -2.08 -0.51
C -1.99 -1.04 -0.53
N -1.43 0.35 -1.35
C -2.29 0.25 -2.48
C -3.56 0.68 -2.45
N -4.76 -0.02 -2.71
N -5.83 0.73 -2.42
N -5.45 1.73 -1.57
N -4.02 1.62 -1.91
C -3.34 2.78 -1.01
C -2.97 3.79 -1.97
C -2.02 4.85 -1.27
C -0.49 4.37 -1.01
C -2.03 6.05 -2.09
C -0.19 0.10 -1.43
C 0.60 -0.40 -0.26
N 2.04 -1.99 1.48
C 2.92 -2.74 2.07
C 4.08 -1.97 2.51
H 5.18 -0.25 4.26
H 6.32 -0.66 2.97
H 6.93 -0.78 4.50
H 5.39 -4.77 4.06
H 3.43 -5.91 2.85
H 1.48 -5.77 1.57
H -1.20 -2.74 -1.52
H -1.69 -2.76 0.08
H -2.05 -0.45 0.65
H -2.99 -1.28 -0.83
H -1.77 0.95 -2.91
H -2.14 -0.65 -3.08
H -2.31 2.40 -0.52
H -3.99 3.25 -0.02
H -2.33 3.49 -2.62
H -3.82 4.45 -2.18
H -2.47 5.04 -0.13
H -0.01 5.12 -0.46
H -0.02 4.17 -1.83
H -0.56 3.55 -0.23
H -2.80 6.63 -2.38
H -1.40 6.93 -1.35
H -1.46 5.91 -3.01
H 0.25 1.20 -1.50
H 0.10 -0.50 -2.41
H 1.61 -0.36 -0.07
H 0.23 0.34 0.78
H 4.09 -1.02 2.43
```

The gap between HOMO and LUMO comes out at 8.31 eV. The value obtained for the calculated total energy is -1367.6866 hartree. The calculation puts the largest force on an atom at 19.34 eV Å⁻¹. The HOMO energy is -8.04 eV. The value obtained for the molecular weight is 420.5 g/mol. The structure (SMILES) is COc1ccc2cc(C#N)c(N3CCN(Cc4nnnn4CCC(C)C)CC3)nc2c1. For the energy above the lowest of the compared OMol25 structures with the same formula, charge and spin, the calculation gives 436.67 kcal per mole.

Löwdin charges in e: 0.02 0.00 -0.38 0.02 0.05 -0.10 -0.08 -0.23 -0.12 0.13 -0.20 -0.01 -0.26 -0.11 -0.11 -0.18 -0.41 0.04 -0.04 0.09 -0.03 -0.11 -0.22 -0.41 -0.03 -0.12 -0.37 -0.10 0.17 -0.19 0.06 0.12 0.09 0.08 0.11 0.03 0.18 0.19 0.10 0.21 0.12 0.09 0.16 0.13 0.19 0.05 0.14 0.18 0.05 0.01 0.09 0.02 0.17 0.09 0.16 0.17 0.07 0.19 0.03

***

(2)
Molecular formula: C46H33Cl2IN7O4Ta
Method: DFT, ωB97M-V with the def2-TZVPD basis set

Structure (XYZ):
```
94
C46H33Cl2IN7O4Ta, DFT ωB97M-V with the def2-TZVPD basis set
Ta 0.05 -0.40 -0.26
C -2.23 -0.51 5.20
C -2.85 -0.40 3.97
C -2.16 -0.69 2.80
C -0.83 -1.11 2.85
C -0.21 -1.19 4.10
C -0.90 -0.90 5.26
N -0.03 -1.41 1.69
C 0.89 -2.40 1.80
C 0.82 -3.54 2.63
C 1.88 -4.41 2.69
C 3.09 -4.20 1.97
C 3.19 -3.14 1.13
C 2.07 -2.28 1.01
N 2.05 -1.17 0.23
N 3.10 -0.70 -0.31
C 2.90 0.58 -0.83
C 4.00 1.27 -1.31
C 3.82 2.58 -1.74
C 2.55 3.14 -1.67
C 1.50 2.39 -1.19
N 1.67 1.12 -0.77
H -2.78 -0.30 6.11
H -3.88 -0.08 3.90
H -2.68 -0.57 1.86
H 0.83 -1.47 4.16
H -0.40 -0.98 6.21
H -0.07 -3.71 3.22
H 1.80 -5.28 3.33
H 3.90 -4.90 2.07
H 4.07 -2.95 0.54
H 4.96 0.78 -1.33
H 4.65 3.15 -2.11
H 2.37 4.16 -1.99
H 0.50 2.78 -1.14
O -3.72 -1.88 0.07
C -2.56 -1.84 -0.17
O -1.84 -0.69 -0.22
C -1.67 -3.01 -0.45
C -2.18 -4.29 -0.28
C -1.33 -5.34 -0.50
C -0.03 -5.10 -0.97
C 0.83 -6.17 -1.31
C 2.06 -5.93 -1.85
C 2.46 -4.59 -2.08
C 1.67 -3.54 -1.74
C 0.40 -3.76 -1.15
N -0.43 -2.71 -0.80
H -3.20 -4.41 0.03
H -1.66 -6.37 -0.35
H 0.49 -7.18 -1.16
H 2.71 -6.74 -2.13
H 3.42 -4.40 -2.55
H 1.99 -2.53 -1.96
I 1.68 1.39 2.54
C -0.10 2.14 1.78
C -0.62 3.29 2.34
C -1.80 3.81 1.83
C -2.42 3.16 0.78
C -1.86 2.01 0.28
N -0.71 1.49 0.77
H -0.10 3.77 3.16
H -2.22 4.72 2.26
H -3.34 3.53 0.36
H -2.33 1.47 -0.52
Cl -4.17 -0.69 -3.09
C -3.84 -2.33 -3.55
C -4.83 -3.28 -3.37
C -4.58 -4.61 -3.64
C -3.32 -5.00 -4.06
C -2.35 -4.04 -4.26
Cl -0.77 -4.55 -4.80
C -2.58 -2.68 -4.06
N -1.59 -1.73 -4.34
C -1.83 -0.64 -5.21
C -2.88 -0.64 -6.12
C -3.10 0.46 -6.93
C -2.27 1.57 -6.85
C -1.20 1.55 -5.97
C -0.97 0.45 -5.15
C 0.25 0.41 -4.26
C 0.02 0.11 -2.82
O 0.69 -0.82 -2.24
O -0.69 0.80 -2.04
H -5.80 -2.96 -3.00
H -5.36 -5.35 -3.51
H -3.09 -6.04 -4.26
H -0.67 -2.14 -4.43
H -3.53 -1.50 -6.19
H -3.93 0.45 -7.63
H -2.43 2.43 -7.48
H -0.53 2.40 -5.92
H 0.70 1.41 -4.28
H 1.00 -0.30 -4.62
```

The gap between HOMO and LUMO (spin up / spin down) comes out at 4.43 / 4.43 eV. The value obtained for the calculated total energy is -3731.8163 hartree. The calculation puts the largest force on an atom at 1.29 eV Å⁻¹. The HOMO energy (spin up / spin down) is -12.28 / -12.28 eV. The value obtained for the molecular weight is 1126.6 g/mol. As for the net charge: +2. For the energy above the lowest of the compared OMol25 structures with the same formula, charge and spin, the calculation gives 12.03 kcal per mole.

Löwdin charges in e: 2.02 -0.06 -0.05 -0.03 -0.29 -0.10 -0.06 -0.09 -0.26 0.00 -0.01 -0.04 0.00 -0.25 -0.11 0.15 -0.34 0.04 0.00 0.00 -0.10 -0.05 0.11 0.12 0.08 0.11 0.12 0.13 0.12 0.12 0.12 0.13 0.13 0.13 0.12 0.17 -0.50 -0.25 -0.17 0.05 0.05 -0.14 -0.01 -0.04 -0.04 -0.04 -0.18 0.09 0.14 0.14 0.13 0.12 0.12 0.08 1.19 -0.72 -0.10 0.00 0.00 -0.10 -0.11 0.11 0.13 0.13 0.11 0.78 -0.58 -0.09 -0.06 -0.10 -0.58 0.74 -0.32 0.07 -0.23 -0.02 -0.05 -0.06 -0.03 -0.16 -0.02 -0.54 -0.14 -0.06 0.11 0.12 0.11 0.09 0.12 0.12 0.11 0.12 0.14 0.15

***

(3)
Molecular formula: C4H10N2
Method: DFT, ωB97M-V with the def2-TZVPD basis set

Structure (XYZ):
```
16
C4H10N2, DFT ωB97M-V with the def2-TZVPD basis set
C -0.72 1.22 2.27
C -0.03 0.87 0.93
C -1.01 0.30 -0.12
N -0.39 -0.01 -1.39
C 0.54 -0.85 -1.58
N 1.43 -1.46 -0.72
H -1.51 0.48 2.45
H -0.07 1.01 3.11
H -1.18 2.19 2.11
H 0.55 1.72 0.57
H 0.80 0.17 1.04
H -1.71 1.10 -0.33
H -1.36 -0.63 0.34
H 0.80 -0.95 -2.63
H 2.10 -2.04 -1.21
H 1.31 -1.54 0.27
```

The gap between HOMO and LUMO comes out at 9.69 eV. The value obtained for the calculated total energy is -267.8827 hartree. The calculation puts the largest force on an atom at 2.12 eV Å⁻¹. The HOMO energy is -8.75 eV. The value obtained for the molecular weight is 86.1 g/mol. The structure (SMILES) is CCC/N=C\N. For the energy above the lowest of the compared OMol25 structures with the same formula, charge and spin, the calculation gives 26.72 kcal per mole.

Löwdin charges in e: -0.11 -0.28 -0.25 0.00 -0.32 0.09 0.07 0.07 0.07 0.11 0.07 0.11 0.12 0.11 0.09 0.07

***

(4)
Molecular formula: C2H3F3O2
Method: DFT, ωB97M-V with the def2-TZVPD basis set

Structure (XYZ):
```
10
C2H3F3O2, DFT ωB97M-V with the def2-TZVPD basis set
C -2.10 0.24 -0.59
C 1.47 -0.13 0.19
O 0.68 0.27 1.18
O 2.44 -1.00 0.22
F -2.08 1.29 0.34
F -1.44 -0.80 -0.02
F 1.25 0.37 -1.02
H -3.11 0.07 -0.77
H -0.26 0.73 0.89
H 3.15 -1.05 -0.42
```

The gap between HOMO and LUMO (spin up / spin down) comes out at 10.37 / 4.20 eV. The value obtained for the calculated total energy is -527.8814 hartree. The calculation puts the largest force on an atom at 3.94 eV Å⁻¹. The HOMO energy (spin up / spin down) is -9.80 / -5.22 eV. The value obtained for the molecular weight is 116.0 g/mol. For the energy above the lowest of the compared OMol25 structures with the same formula, charge and spin, the calculation gives 128.30 kcal per mole.

Löwdin charges in e: -0.09 -0.56 0.07 0.14 -0.04 0.01 0.10 0.08 0.17 0.13

***

(5)
Molecular formula: C34H26IrNO9PS
Method: DFT, ωB97M-V with the def2-TZVPD basis set

Structure (XYZ):
```
73
C34H26IrNO9PS, DFT ωB97M-V with the def2-TZVPD basis set
Ir -0.43 -0.97 -0.91
O 2.30 -2.62 -3.57
C 1.58 -2.46 -2.60
O 0.67 -1.54 -2.54
C 1.84 -3.30 -1.35
C 2.31 -2.39 -0.21
C 3.04 -3.19 0.87
C 1.86 -3.94 1.55
C 0.67 -3.43 0.74
O 1.07 -2.06 0.46
C 0.65 -4.05 -0.66
C -0.76 -3.92 -1.29
O -1.23 -4.91 -1.82
O -1.39 -2.80 -1.12
H 2.62 -4.00 -1.63
H 2.80 -1.47 -0.53
H 3.79 -3.86 0.44
H 3.54 -2.52 1.57
H 1.95 -5.02 1.49
H 1.76 -3.64 2.59
H -0.28 -3.43 1.26
H 0.85 -5.11 -0.63
O -2.46 -0.75 -2.90
C -1.63 -0.15 -2.28
C -1.34 1.30 -2.70
C -2.10 1.91 -3.68
C -1.79 3.20 -4.09
C -0.71 3.88 -3.52
C 0.05 3.27 -2.54
C -0.28 1.98 -2.12
P 0.59 1.03 -0.86
C 0.38 1.88 0.72
C 0.93 1.28 1.85
C 0.35 1.47 3.10
C -0.84 2.18 3.19
C -1.21 3.00 2.13
C -0.64 2.81 0.88
C 2.35 1.18 -1.30
C 2.80 0.58 -2.48
C 4.14 0.65 -2.83
C 5.04 1.33 -2.02
C 4.60 1.95 -0.86
C 3.26 1.87 -0.50
H -2.92 1.36 -4.12
H -2.38 3.68 -4.85
H -0.46 4.88 -3.85
H 0.90 3.79 -2.10
H 1.74 0.56 1.75
H 0.74 0.93 3.95
H -1.17 2.49 4.18
H -2.05 3.67 2.24
H -1.03 3.34 0.02
H 2.11 0.03 -3.11
H 4.47 0.17 -3.74
H 6.08 1.38 -2.30
H 5.29 2.48 -0.23
H 2.92 2.36 0.41
O -3.12 1.00 -0.42
C -2.79 0.38 0.57
N -1.74 -0.49 0.68
S -1.75 -1.17 2.18
O -2.66 -2.28 2.28
O -0.42 -1.38 2.68
C -2.65 0.18 2.96
C -3.21 0.07 4.22
C -4.44 0.67 4.46
C -5.15 1.26 3.42
C -4.67 1.22 2.12
C -3.44 0.62 1.91
H -2.67 -0.41 5.03
H -4.86 0.65 5.46
H -6.11 1.72 3.62
H -5.24 1.58 1.28
```

The gap between HOMO and LUMO comes out at 7.88 eV. The value obtained for the calculated total energy is -2887.2193 hartree. The calculation puts the largest force on an atom at 2.92 eV Å⁻¹. The HOMO energy is -5.64 eV. The value obtained for the molecular weight is 847.8 g/mol. As for the net charge: -1. For the energy above the lowest of the compared OMol25 structures with the same formula, charge and spin, the calculation gives 31.08 kcal per mole.

Löwdin charges in e: 1.26 0.05 -0.59 -0.18 -0.09 -0.24 -0.09 -0.08 -0.25 -0.21 -0.10 -0.59 0.05 -0.15 0.15 0.15 0.11 0.11 0.12 0.11 0.14 0.15 0.05 -0.46 -0.19 -0.01 -0.07 -0.09 -0.08 -0.30 0.98 -0.33 -0.10 -0.08 -0.11 -0.07 -0.07 -0.31 -0.08 -0.06 -0.09 -0.09 -0.09 0.12 0.10 0.10 0.11 0.11 0.11 0.11 0.11 0.11 0.10 0.11 0.10 0.10 0.09 0.08 -0.49 -0.18 0.66 -0.26 -0.30 -0.23 -0.05 -0.07 -0.07 0.00 -0.15 0.12 0.10 0.10 0.12